# C42H68BIrN8Se

A structure of composition C42H68BIrN8Se at a distorted geometry (the ωB97M-V functional and the def2-TZVPD basis, the OMol25 dataset).

Structure (XYZ):
```
121
Properties=species:S:1:pos:R:3:forces:R:3
Ir 0.03506 -0.18322 0.17450 -2.53 -1.34 -0.27
Se 3.16296 1.14624 0.29004 0.63 0.67 -0.02
N 4.01417 3.71221 1.24126 0.01 0.09 -0.19
N -1.64700 0.61029 -0.61306 1.03 0.05 0.32
N -1.18266 -0.89314 1.59132 0.94 0.36 -0.55
N -2.60073 -0.29827 -0.95283 -0.23 0.04 -0.18
N -0.32806 -1.81330 -0.93734 0.52 0.86 0.35
N 4.33171 3.42961 -0.93230 -0.16 0.06 0.18
N -1.49399 -2.49565 -0.85651 -0.01 -0.23 0.10
N -2.34643 -1.48880 1.23674 -0.35 -0.04 0.18
C -2.21292 -1.45363 3.44568 0.07 0.07 -0.15
C -3.42334 0.26117 -1.85471 0.04 0.34 -0.26
C -1.03090 3.01270 -1.20185 0.11 -0.13 -0.04
C 5.45569 5.63093 -1.39937 0.04 0.06 -0.13
C -3.94919 -1.54205 -3.49826 0.06 0.17 -0.05
C 5.90447 2.40010 3.24670 -0.15 -0.13 0.03
C -1.36293 -3.64753 -1.53446 0.36 -0.18 -0.20
C -4.51434 -0.39998 -2.64524 -0.28 -0.29 0.17
C 4.32822 2.86982 -2.29084 0.28 -0.11 -0.21
C -3.75488 -4.66805 -1.25707 0.14 0.15 0.03
C 6.95617 1.32663 -0.72297 -0.09 -0.01 -0.09
C 4.83199 4.65518 -0.61233 0.02 -0.01 0.04
C 0.54656 -2.49625 -1.68905 0.05 -0.38 -0.20
C 0.04875 -0.19822 3.65318 -0.10 0.14 0.01
C -1.08069 -0.85033 2.92769 -0.10 -0.10 0.35
C 2.69894 -2.04128 -0.58752 0.06 -0.15 -0.30
C -2.99687 1.57006 -2.06175 0.11 0.06 0.14
C 5.68173 2.30697 -2.72381 -0.01 -0.07 0.15
C -4.30696 -2.56147 2.54804 -0.17 -0.27 -0.05
C -5.42230 -2.31195 1.53222 0.13 0.00 -0.03
C -4.04654 -4.06484 2.75569 0.09 0.11 -0.11
C -2.28623 -4.83400 -1.63445 -0.21 -0.19 -0.06
C 3.83986 2.84543 0.20102 -0.02 -0.26 0.00
C 0.17232 2.86041 -0.28307 -0.29 0.01 0.06
C 5.87007 6.76394 -0.75332 -0.03 0.00 0.01
C -2.99847 -1.84455 2.36219 0.06 0.16 0.42
C 4.84717 3.44747 3.58738 0.14 -0.04 -0.16
C -0.57592 3.42969 -2.60456 -0.08 0.02 0.00
C -5.74108 -0.83500 -1.83021 0.10 0.03 0.02
C 5.40810 0.95961 3.33998 -0.02 0.08 -0.02
C 1.83575 -0.52644 -2.42866 0.08 -0.41 -0.12
C -1.86923 1.76560 -1.28231 0.05 -0.01 -0.18
C 4.61676 4.84462 0.76944 -0.05 -0.05 -0.02
C 4.98013 6.03854 1.40385 0.06 0.13 0.10
C -0.47645 0.96574 4.50467 0.02 -0.03 -0.02
C 3.63910 3.50143 2.64861 0.18 -0.01 0.26
C -0.07398 -3.66274 -2.08838 0.01 0.15 0.01
C 1.92293 -1.96458 -1.90953 -0.09 0.26 0.32
C 1.12513 0.27552 2.69161 -0.27 -0.32 0.16
C 5.62636 6.96989 0.63464 -0.01 -0.07 -0.03
C 6.12913 1.04394 -1.97883 0.11 0.08 0.14
C -1.66519 -5.98974 -0.82536 0.00 0.14 0.06
B -2.64931 -1.67510 -0.25360 -0.53 -0.29 -0.14
H 2.98956 4.32779 2.93952 -0.08 -0.02 -0.08
H 0.70470 1.04585 2.00637 0.12 0.14 0.08
H -4.67158 -2.19085 3.50815 0.07 0.14 0.01
H 0.32753 1.39279 5.10451 0.00 0.02 -0.03
H -0.65761 -6.22794 -1.16363 0.00 0.01 0.03
H -5.33380 -2.96021 0.66043 0.01 0.06 0.01
H 7.23212 0.39688 -0.22508 0.01 0.04 0.03
H -4.26138 -3.92045 -1.86526 -0.03 0.00 0.04
H -2.24284 -5.14235 -2.68285 -0.01 0.12 -0.05
H -3.23571 -1.16029 -4.23090 0.00 -0.05 0.00
H -1.42885 3.59704 -3.26004 0.05 -0.01 -0.03
H -0.90408 1.74704 3.87122 0.00 0.00 0.03
H -6.37621 -2.54330 2.00402 0.00 0.02 0.00
H 0.77002 3.77294 -0.27355 0.01 -0.01 0.04
H 1.94645 0.74596 3.23051 0.06 0.08 -0.18
H 4.02857 3.66823 -2.96964 -0.08 0.07 0.11
H -0.00794 4.35938 -2.55661 -0.01 -0.02 0.00
H 0.05172 2.65594 -3.05561 -0.01 0.02 0.01
H 6.38380 7.53511 -1.31155 -0.03 0.01 0.01
H 4.46182 3.25248 4.59111 -0.06 0.10 -0.01
H -2.28095 -6.88012 -0.94349 0.01 0.00 0.02
H 6.41598 1.94930 -0.00274 0.04 -0.04 0.01
H -1.25231 0.62305 5.18659 0.00 0.03 0.00
H 2.17207 -1.46020 0.19360 0.11 -0.09 0.04
H -2.45631 -1.58786 4.48714 0.01 0.00 -0.03
H 0.81993 2.06067 -0.66552 0.11 0.13 -0.01
H 1.35027 -0.47927 -3.40313 -0.12 0.05 0.07
H 2.82768 -0.08392 -2.50021 -0.07 0.12 0.07
H 0.48394 -0.93645 4.33105 0.04 -0.06 -0.06
H 2.42257 -2.58244 -2.65532 0.00 -0.01 -0.01
H -4.26252 -5.61873 -1.41264 0.01 0.00 0.01
H 6.44377 3.08373 -2.61366 0.01 -0.02 -0.11
H 4.60477 0.75241 2.62797 0.01 -0.01 0.01
H -0.13602 2.64819 0.74720 0.08 0.02 -0.02
H 6.73165 0.43698 -2.65484 -0.02 -0.02 -0.01
H 3.70495 -1.63479 -0.69625 -0.02 0.04 0.07
H 3.56654 2.09498 -2.32394 -0.07 0.02 0.07
H -3.86152 -4.40149 -0.20523 -0.05 -0.04 -0.05
H -3.44221 -2.28568 -2.88483 -0.04 -0.03 -0.01
H -4.99571 -4.57862 2.90265 0.03 -0.03 0.00
H 6.72095 2.52405 3.95817 0.08 0.06 -0.09
H -3.46764 2.29525 -2.70494 0.01 -0.02 0.01
H 1.55885 -0.56568 2.12629 0.07 0.03 0.06
H 5.25335 0.43876 -1.71607 0.00 -0.02 -0.08
H 5.96188 7.89191 1.08965 -0.04 0.02 -0.02
H 7.87774 1.84848 -0.98507 -0.01 0.00 0.03
H 5.59294 2.09320 -3.79027 -0.01 0.07 -0.01
H 4.76317 6.23261 2.44409 0.05 -0.06 0.01
H 5.02840 0.74429 4.34121 0.04 -0.02 0.00
H 2.77891 -3.06775 -0.23213 -0.06 0.02 0.06
H -1.67055 3.80210 -0.79958 -0.05 -0.01 0.01
H 6.21754 0.26255 3.12696 -0.02 -0.03 0.04
H -4.75950 -2.03038 -4.03903 0.02 -0.01 0.00
H -5.59380 -1.80669 -1.35966 0.00 0.05 0.02
H 1.22918 0.10082 -1.73190 0.07 0.17 -0.08
H -4.86007 0.37262 -3.33325 0.07 0.10 0.04
H 5.32082 4.42923 3.61152 -0.02 0.01 0.11
H -5.44795 -1.27235 1.20219 -0.05 -0.02 0.00
H -3.54697 -4.49759 1.88635 -0.05 -0.04 0.03
H -1.62471 -5.73550 0.23679 0.00 -0.04 -0.01
H 3.06936 2.57805 2.69649 -0.03 -0.01 -0.12
H 5.60300 5.50410 -2.46308 0.05 -0.04 0.03
H 6.32058 2.59357 2.25242 0.04 0.01 0.03
H 0.34437 -4.43316 -2.71575 -0.01 0.00 0.05
H -3.70263 -2.16878 -0.41855 0.11 -0.03 -0.01
H -6.59752 -0.91635 -2.49805 0.01 -0.04 0.01
H -5.98636 -0.10072 -1.06172 -0.04 -0.04 0.00
H -3.41785 -4.24064 3.62850 -0.02 -0.02 -0.01
```
Forces are in eV/Å.

- HOMO-LUMO gap (spin up / spin down): 7.0 / 5.6 eV
- Net charge: +3
- Maximum force: 2.9 eV/Å
- ΔE to the lowest compared entry with this formula, charge and spin: 33.35 kcal/mol
- Spin multiplicity: 2

Results of the Mulliken charge analysis, in e, for atoms 1 through 99: number 1, Ir, carries 0.40; number 2, Se, carries -0.43; number 3, N, carries 1.06; number 4, N, carries 0.35; number 5, N, carries 0.14; number 6, N, carries 0.54; number 7, N, carries -0.29; number 8, N, carries 0.84; number 9, N, carries 1.26; number 10, N, carries 0.27; number 11, C, carries -1.21; number 12, C, carries 0.22; number 13, C, carries 0.50; number 14, C, carries -0.95; number 15, C, carries -1.32; number 16, C, carries -0.30; number 17, C, carries 0.06; number 18, C, carries 0.11; number 19, C, carries -0.74; number 20, C, carries -1.30; number 21, C, carries -1.03; number 22, C, carries 1.02; number 23, C, carries 0.56; number 24, C, carries 0.42; number 25, C, carries -0.32; number 26, C, carries -0.75; number 27, C, carries -0.84; number 28, C, carries -0.74; number 29, C, carries 0.33; number 30, C, carries -1.54; number 31, C, carries -1.33; number 32, C, carries 0.56; number 33, C, carries -0.60; number 34, C, carries -0.81; number 35, C, carries -0.80; number 36, C, carries 0.15; number 37, C, carries -0.71; number 38, C, carries -1.51; number 39, C, carries -1.30; number 40, C, carries -0.74; number 41, C, carries -0.48; number 42, C, carries -0.64; number 43, C, carries 0.85; number 44, C, carries -1.03; number 45, C, carries -1.50; number 46, C, carries -0.15; number 47, C, carries -1.73; number 48, C, carries -0.74; number 49, C, carries -0.47; number 50, C, carries -0.79; number 51, C, carries 0.56; number 52, C, carries -1.55; number 53, B, carries 1.16; number 54, H, carries 0.47; number 55, H, carries -0.79; number 56, H, carries 0.62; number 57, H, carries 0.43; number 58, H, carries 0.42; number 59, H, carries 0.10; number 60, H, carries 0.43; number 61, H, carries 0.13; number 62, H, carries 0.58; number 63, H, carries 0.35; number 64, H, carries 0.45; number 65, H, carries 0.34; number 66, H, carries 0.51; number 67, H, carries 0.79; number 68, H, carries 0.70; number 69, H, carries 0.60; number 70, H, carries 0.45; number 71, H, carries 0.27; number 72, H, carries 0.47; number 73, H, carries 0.54; number 74, H, carries 0.46; number 75, H, carries -0.06; number 76, H, carries 0.43; number 77, H, carries -0.16; number 78, H, carries 0.66; number 79, H, carries -0.51; number 80, H, carries 0.53; number 81, H, carries 0.18; number 82, H, carries 0.56; number 83, H, carries 0.67; number 84, H, carries 0.58; number 85, H, carries 0.43; number 86, H, carries -0.17; number 87, H, carries 0.03; number 88, H, carries 0.53; number 89, H, carries 0.41; number 90, H, carries -0.21; number 91, H, carries 0.02; number 92, H, carries 0.16; number 93, H, carries 0.45; number 94, H, carries 0.43; number 95, H, carries 0.59; number 96, H, carries 0.13; number 97, H, carries -0.71; number 98, H, carries 0.46; number 99, H, carries 0.41